Entry from the Open Molecules 2025 dataset: an isolated ion of composition C8H14N3O4 and charge +1 (ωB97M-V with the def2-TZVPD basis set).

Its SMILES is CO[N@+]12C[C@H](CC[C@@H]1C(N)=O)N(O)C2=O. As for the HOMO-LUMO gap: 11.47 eV. As for the net charge: +1. The value obtained for the maximum force is 4.505 eV/A. The lowest unoccupied orbital energy comes out at -2.628 eV.

Positions of all 29 atoms, in Å:
1 C -0.181 2.966 -0.731
2 O -0.645 1.900 0.095
3 N 0.066 0.743 -0.066
4 C 0.251 0.062 -1.409
5 C 1.280 -0.985 -1.031
6 C 0.539 -2.139 -0.226
7 C -0.051 -1.569 1.058
8 C -0.804 -0.235 0.815
9 C -2.220 -0.454 0.279
10 N -3.124 -0.246 1.283
11 O -2.447 -0.874 -0.829
12 N 2.140 -0.193 -0.179
13 O 3.286 -0.825 0.381
14 C 1.497 0.679 0.618
15 O 1.801 1.331 1.543
16 H 0.902 3.348 -0.761
17 H -0.921 3.683 -0.353
18 H -0.575 2.624 -1.664
19 H 0.453 0.837 -2.221
20 H -0.656 -0.240 -1.832
21 H 1.926 -1.173 -1.966
22 H 1.222 -2.848 -0.056
23 H -0.053 -2.624 -0.981
24 H -0.670 -2.390 1.280
25 H 0.789 -1.580 1.714
26 H -0.681 0.171 1.827
27 H -2.822 0.418 1.926
28 H -4.049 -0.374 0.888
29 H 3.749 -0.014 0.595

Atoms 1-2, force components in eV/Å:
-0.894 1.040 -0.233
1.415 -0.089 0.806


Entry from the Open Molecules 2025 dataset: the molecule C8H16O2 (ωB97M-V with the def2-TZVPD basis set).

Its SMILES is CC(=O)[C@@H](C)C(C)(C)CO. As for the HOMO-LUMO gap: 10.09 eV. The value obtained for the maximum force is 0.560 eV/A. The lowest unoccupied orbital energy comes out at 0.794 eV.

Positions of all 26 atoms, in Å:
1 C 2.988 0.628 -0.385
2 C 1.751 0.233 0.389
3 O 1.812 -0.028 1.565
4 C 0.487 0.138 -0.452
5 C 0.643 -1.119 -1.324
6 C -0.833 0.176 0.358
7 C -1.000 -1.048 1.262
8 C -0.843 1.444 1.220
9 C -2.042 0.285 -0.604
10 O -2.372 -0.883 -1.314
11 H 3.672 1.158 0.273
12 H 2.756 1.236 -1.253
13 H 3.490 -0.280 -0.715
14 H 0.471 1.007 -1.120
15 H 0.862 -1.989 -0.709
16 H -0.272 -1.298 -1.879
17 H 1.456 -0.987 -2.033
18 H -0.983 -1.974 0.691
19 H -0.192 -1.081 1.987
20 H -1.944 -0.985 1.802
21 H -0.741 2.332 0.600
22 H -0.027 1.423 1.936
23 H -1.776 1.519 1.774
24 H -1.841 1.040 -1.369
25 H -2.914 0.620 -0.023
26 H -2.607 -1.566 -0.677

Atoms 1-2, force components in eV/Å:
0.169 0.007 0.224
0.023 0.275 -0.487


- What is the formula in the first record?
  C8H14N3O4


- What is the lowest unoccupied orbital energy in the second record?
  0.794 eV


- Which of these has the lowest HOMO-LUMO gap?
  C8H16O2


- Among the records above, which one has the highest lowest unoccupied orbital energy?
  C8H16O2